<A>
Molecular formula: C20H25N3O4
Method: DFT, wB97M-V/def2-TZVPD

Element x y z (Å)
C 2.036 -0.294 -5.930
C 0.721 -0.359 -5.155
O 0.879 -0.713 -3.796
C 1.179 -2.061 -3.528
C -0.010 -3.019 -3.709
C -1.262 -2.537 -2.974
N -1.008 -2.346 -1.565
C -1.219 -1.173 -0.947
O -1.827 -0.238 -1.428
C -0.600 -1.091 0.455
N -1.006 0.170 1.025
C -1.013 0.384 2.359
O -0.628 -0.451 3.156
C -1.519 1.716 2.791
C -1.569 2.819 1.990
N -2.021 3.995 2.469
C -2.472 4.215 3.775
O -2.867 5.322 4.088
C -2.395 3.045 4.616
C -1.935 1.864 4.145
H -1.864 0.992 4.779
H -2.717 3.167 5.638
H -2.046 4.811 1.868
H -1.237 2.819 0.961
H -1.486 0.772 0.368
C 0.901 -1.191 0.296
C 1.602 -2.289 0.770
C 2.969 -2.383 0.575
C 3.663 -1.386 -0.097
C 2.954 -0.286 -0.566
C 1.589 -0.187 -0.375
H 1.049 0.663 -0.762
H 3.476 0.499 -1.094
C 5.145 -1.478 -0.296
H 5.432 -1.067 -1.261
H 5.658 -0.905 0.477
H 5.484 -2.509 -0.234
H 3.503 -3.243 0.953
H 1.082 -3.069 1.308
H -0.960 -1.910 1.092
H -0.457 -3.048 -1.096
H -2.073 -3.261 -3.113
H -1.581 -1.567 -3.362
H -0.253 -3.127 -4.767
H 0.289 -4.000 -3.334
H 1.500 -2.064 -2.483
H 2.018 -2.413 -4.143
H 0.267 0.635 -5.121
H 0.022 -1.039 -5.660
H 1.854 0.123 -6.917
H 2.744 0.339 -5.403
H 2.474 -1.283 -6.051

Computed properties:
M: 371.44 g/mol
LUMO energy: 0.577 eV
SMILES: CCOCCCNC(=O)[C@H](NC(=O)c1ccc(=O)[nH]c1)c1ccc(C)cc1
Total charge: 0
Highest occupied orbital energy: -0.314 hartree
Frontier orbital gap: 0.335 hartree

These are the Mulliken partial charges, in e, on atoms 1 to 5: C -1.208; C -0.289; O -0.195; C 0.098; C -0.967

=====

<B>
Molecular formula: C20H25N3O4
Method: DFT, wB97M-V/def2-TZVPD

Element x y z (Å)
C -5.064 -3.847 0.396
C -5.435 -2.581 0.356
C -5.105 -1.643 -0.764
N -4.439 -0.454 -0.268
C -4.974 0.778 -0.376
O -6.020 1.003 -0.947
C -4.138 1.898 0.248
C -3.717 1.597 1.685
C -2.341 0.959 1.558
O -1.773 0.333 2.421
N -1.878 1.221 0.301
C -0.636 0.823 -0.222
C -0.049 1.546 -1.261
C 1.157 1.146 -1.793
C 1.812 0.016 -1.305
C 1.233 -0.705 -0.267
C 0.020 -0.304 0.263
H -0.408 -0.867 1.074
H 1.713 -1.578 0.144
O 3.001 -0.283 -1.910
C 3.682 -1.458 -1.529
C 4.230 -1.464 -0.095
O 4.008 -2.399 0.654
N 4.965 -0.406 0.269
C 5.414 0.688 -0.574
C 6.176 1.604 0.383
H 5.489 2.310 0.851
C 6.717 0.634 1.432
C 5.559 -0.343 1.596
H 4.818 0.033 2.311
H 5.860 -1.344 1.909
H 7.596 0.116 1.047
H 6.980 1.125 2.366
H 6.960 2.164 -0.123
H 6.077 0.305 -1.359
H 4.573 1.193 -1.051
H 3.039 -2.340 -1.641
H 4.519 -1.539 -2.230
H 1.614 1.700 -2.597
H -0.526 2.428 -1.655
C -2.789 2.045 -0.472
H -2.464 3.093 -0.463
H -2.830 1.698 -1.508
H -3.614 2.514 2.270
H -4.402 0.939 2.218
H -4.732 2.809 0.165
H -3.585 -0.598 0.246
H -6.023 -1.295 -1.250
H -4.471 -2.139 -1.505
H -6.008 -2.145 1.163
H -5.325 -4.492 1.216
H -4.492 -4.295 -0.401

Computed properties:
M: 371.44 g/mol
LUMO energy: 0.631 eV
SMILES: C=CCNC(=O)[C@H]1CC(=O)N(c2ccc(OCC(=O)N3CCCC3)cc2)C1
Total charge: 0
Highest occupied orbital energy: -0.303 hartree
Frontier orbital gap: 0.326 hartree

These are the Mulliken partial charges, in e, on atoms 1 to 5: C -0.774; C 0.028; C -0.904; N -0.041; C 0.302

=====

<A> is preferred energetically. Next in line: 0.0298 hartree higher.

=====

<A>
Molecular formula: C3H10O3
Method: DFT, wB97M-V/def2-TZVPD

Element x y z (Å)
O 0.404 1.553 -0.039
C -0.578 1.242 0.561
C -1.328 -0.010 0.412
C -0.930 -1.307 0.078
H -1.029 1.957 1.272
H -2.380 0.202 0.277
H 4.358 -3.593 1.838
H 0.128 -1.478 0.750
H -0.587 -1.363 -0.954
H -1.654 -1.975 0.504
H 1.599 -1.544 1.834
H 4.899 -3.601 1.331
O 0.825 -0.968 1.711
H -0.651 0.447 -2.102
H 0.772 0.915 -2.269
O 0.075 0.427 -2.729

Computed properties:
M: 94.11 g/mol
LUMO energy: -2.240 eV
Total charge: 0
Highest occupied orbital energy: -0.341 hartree
Frontier orbital gap: 0.259 hartree

These are the Mulliken partial charges, in e, on atoms 1 to 5: O -0.418; C 0.067; C -0.445; C -0.318; H 0.356

=====

<B>
Molecular formula: C3H10O3
Method: DFT, wB97M-V/def2-TZVPD

Element x y z (Å)
C -2.388 -0.348 -1.229
C -1.457 0.067 -2.424
C -0.141 0.131 -2.706
O 0.899 -0.562 -2.301
H -3.456 -0.140 -1.401
H -1.902 0.012 -0.367
H -2.384 -1.473 -1.053
H -2.100 0.336 -3.299
H 0.297 0.947 -3.146
H 1.420 -0.107 -1.575
H 5.264 -0.641 3.891
H 5.861 -0.340 2.492
O 6.055 -0.407 3.485
H -2.671 1.463 3.379
H -3.723 0.391 3.891
O -3.540 1.026 3.233

Computed properties:
M: 94.11 g/mol
LUMO energy: 0.449 eV
SMILES: C/C=C\O.O.O
Total charge: 0
Highest occupied orbital energy: -0.313 hartree
Frontier orbital gap: 0.329 hartree

These are the Mulliken partial charges, in e, on atoms 1 to 5: C -0.863; C -0.054; C -0.341; O -0.462; H 0.304

=====

<C>
Molecular formula: C3H10O3
Method: DFT, wB97M-V/def2-TZVPD

Element x y z (Å)
C -1.414 -0.920 1.067
C -1.034 -0.380 -0.093
O -0.467 -1.139 -1.086
C -0.991 1.100 -0.332
H -2.089 -0.375 1.701
H -1.005 -1.867 1.392
H -1.078 -1.235 -1.820
H -1.449 1.408 -1.276
H 0.048 1.403 -0.278
H -1.549 1.643 0.429
H 2.216 0.152 -1.302
H 2.757 0.118 -2.752
O 2.102 0.541 -2.182
H 2.007 -0.528 2.181
H 0.531 -0.149 2.126
O 1.415 0.228 2.224

Computed properties:
M: 94.11 g/mol
LUMO energy: 0.675 eV
SMILES: C=C(C)O.O.O
Total charge: 0
Highest occupied orbital energy: -0.341 hartree
Frontier orbital gap: 0.366 hartree

These are the Mulliken partial charges, in e, on atoms 1 to 5: C -1.194; C 0.575; O -0.478; C -0.855; H 0.330

=====

<D>
Molecular formula: C3H10O3
Method: DFT, wB97M-V/def2-TZVPD

Element x y z (Å)
C -0.152 2.130 -0.074
O -1.540 1.892 -0.333
C 0.420 1.309 1.027
C 1.411 1.791 1.811
H -0.031 3.182 0.241
H 0.388 2.121 -1.025
H -1.996 2.691 -0.060
H 0.079 0.288 1.101
H 1.883 1.150 2.523
H 1.958 2.669 1.356
H -1.725 -1.388 0.364
H -0.580 -1.858 -0.640
O -1.157 -2.111 0.089
H 1.303 -4.457 -1.202
H 1.782 -3.794 -2.499
O 1.088 -3.765 -1.835

Computed properties:
M: 94.11 g/mol
LUMO energy: 0.824 eV
SMILES: C=CCO.O.O
Total charge: 0
Highest occupied orbital energy: -0.359 hartree
Frontier orbital gap: 0.389 hartree

These are the Mulliken partial charges, in e, on atoms 1 to 5: C -0.488; O -0.498; C 0.154; C -0.836; H 0.334

=====

<C> is preferred energetically. Next in line: 0.0157 hartree higher.

=====

<A>
Molecular formula: C6H12NO
Method: DFT, wB97M-V/def2-TZVPD

Element x y z (Å)
C -2.754 -0.350 -0.347
O -3.516 -0.060 0.544
C -1.519 0.381 -0.672
C -0.416 -0.545 -1.201
C 0.965 -0.131 -0.659
C 1.969 -0.020 -1.624
C 2.329 0.101 1.199
N 1.003 0.031 0.646
H -2.901 -1.299 -0.875
H -1.894 1.173 3.892
H -1.274 1.185 -0.004
H -2.437 0.588 -1.394
H -0.514 -1.449 -0.594
H -0.464 -0.834 -2.239
H 3.001 -0.165 -1.351
H 1.758 0.225 -2.653
H 2.823 1.054 0.951
H 2.272 -0.175 2.254
H 2.975 -0.669 0.762
H -1.406 0.957 3.366

Computed properties:
M: 114.17 g/mol
LUMO energy: 3.820 eV
Total charge: -1
Highest occupied orbital energy: -0.074 hartree
Frontier orbital gap: 0.214 hartree

These are the Mulliken partial charges, in e, on atoms 1 to 5: C -0.152; O -0.566; C -0.266; C -0.622; C 0.296

=====

<B>
Molecular formula: C6H12NO
Method: DFT, wB97M-V/def2-TZVPD

Element x y z (Å)
C 1.531 -1.171 -1.635
O 1.372 -0.470 -2.736
C 0.953 -0.448 -0.333
C -0.582 -0.527 -0.326
C -1.129 0.525 0.619
C -1.770 0.201 1.728
C -2.241 1.017 2.920
N 1.518 0.918 -0.315
H 1.037 -2.186 -1.640
H 2.590 -1.353 -1.257
H 1.291 -1.012 0.546
H -0.863 -1.531 -0.018
H -0.968 -0.250 -1.313
H -0.848 1.522 0.305
H -2.001 -0.831 1.992
H -1.540 0.937 3.753
H -3.186 0.590 3.263
H -2.438 2.064 2.682
H 1.773 1.041 -1.302
H 2.345 0.831 0.262

Computed properties:
M: 114.17 g/mol
LUMO energy: 3.622 eV
SMILES: C/C=C/C[C@H](N)C[O-]
Total charge: -1
Highest occupied orbital energy: -0.096 hartree
Frontier orbital gap: 0.229 hartree

These are the Mulliken partial charges, in e, on atoms 1 to 5: C -0.642; O -0.854; C 0.182; C -0.901; C -0.085

=====

<B> is preferred energetically. Next in line: 0.0899 hartree higher.

=====

<A>
Molecular formula: C40H29AsBrN3O4PtS
Method: DFT, wB97M-V/def2-TZVPD

Element x y z (Å)
Pt 0.001 -0.138 -0.526
C 3.936 0.104 -1.010
O 2.718 0.819 -1.135
C 2.760 2.162 -0.936
C 3.914 2.927 -1.050
C 3.847 4.296 -0.837
Br 5.437 5.314 -0.987
C 2.661 4.927 -0.538
C 1.497 4.164 -0.432
C 1.560 2.785 -0.603
O 0.412 2.031 -0.421
C 0.243 4.884 -0.141
N 0.218 6.118 0.290
C -1.120 6.441 0.387
C -1.727 7.628 0.799
C -3.105 7.681 0.797
C -3.881 6.580 0.396
C -3.300 5.397 -0.014
C -1.909 5.352 -0.010
N -1.011 4.366 -0.343
H 4.561 0.226 -1.897
H 3.660 -0.943 -0.891
H 4.489 0.426 -0.124
H 4.856 2.467 -1.304
H 2.598 5.993 -0.385
H 0.212 2.048 0.571
H -1.125 8.471 1.107
H -3.605 8.588 1.110
H -4.960 6.663 0.409
H -3.897 4.549 -0.321
H -1.211 3.441 -0.689
S -1.580 0.368 -2.127
C -2.848 -0.849 -1.991
C -4.112 -0.606 -2.527
C -5.116 -1.551 -2.386
C -4.887 -2.750 -1.719
C -3.626 -3.012 -1.207
C -2.621 -2.068 -1.355
As -0.796 -2.280 -0.851
C -0.766 -3.751 0.380
C -1.350 -3.561 1.629
C -1.435 -4.618 2.519
C -0.935 -5.864 2.161
C -0.357 -6.050 0.914
C -0.274 -4.993 0.016
C 0.067 -2.942 -2.446
C 1.456 -3.008 -2.464
C 2.112 -3.455 -3.600
C 1.381 -3.828 -4.721
C -0.004 -3.755 -4.703
C -0.665 -3.314 -3.565
H -4.308 0.330 -3.033
H -6.098 -1.342 -2.790
H -5.684 -3.472 -1.604
H -3.419 -3.948 -0.700
H -1.732 -2.583 1.909
H -1.886 -4.470 3.491
H -0.996 -6.690 2.857
H 0.031 -7.020 0.635
H 0.175 -5.145 -0.957
H 2.022 -2.701 -1.590
H 3.192 -3.505 -3.612
H 1.893 -4.171 -5.610
H -0.574 -4.039 -5.577
H -1.747 -3.253 -3.557
O 0.426 1.642 2.123
C 0.907 0.513 2.232
N 1.057 -0.388 1.228
C 1.645 -1.552 1.705
O 1.937 -2.515 1.032
C 1.871 -1.364 3.175
C 2.421 -2.197 4.124
C 2.505 -1.708 5.426
C 2.057 -0.429 5.747
C 1.508 0.408 4.776
C 1.424 -0.092 3.496
H 2.771 -3.187 3.863
H 2.927 -2.329 6.205
H 2.141 -0.080 6.767
H 1.160 1.404 5.012

Computed properties:
M: 997.66 g/mol
LUMO energy: -0.250 eV
Total charge: 0
Highest occupied orbital energy: -0.280 hartree
Frontier orbital gap: 0.271 hartree

These are the Mulliken partial charges, in e, on atoms 1 to 5: Pt 1.675; C -0.973; O -0.149; C -0.234; C -0.380

=====

<B>
Molecular formula: C40H29AsBrN3O4PtS
Method: DFT, wB97M-V/def2-TZVPD

Element x y z (Å)
Pt 0.106 -0.013 -0.150
C -3.579 0.160 -1.474
O -2.683 -0.618 -0.696
C -3.198 -1.344 0.325
C -4.528 -1.729 0.412
C -4.941 -2.484 1.500
Br -6.763 -2.990 1.609
C -4.066 -2.884 2.484
C -2.725 -2.508 2.394
C -2.308 -1.716 1.332
O -0.990 -1.285 1.286
C -1.807 -2.983 3.445
N -2.223 -3.478 4.581
C -1.075 -3.850 5.253
C -0.924 -4.429 6.514
C 0.356 -4.704 6.948
C 1.478 -4.412 6.154
C 1.350 -3.838 4.905
C 0.055 -3.565 4.474
N -0.442 -3.007 3.320
H -4.131 -0.462 -2.182
H -2.964 0.877 -2.013
H -4.281 0.701 -0.835
H -5.235 -1.450 -0.354
H -4.381 -3.485 3.324
H -0.889 -0.592 2.022
H -1.791 -4.652 7.121
H 0.506 -5.154 7.921
H 2.466 -4.643 6.532
H 2.214 -3.611 4.294
H 0.076 -2.693 2.515
S 1.442 -1.839 -0.601
C 3.036 -1.194 -0.998
C 4.159 -2.020 -0.938
C 5.414 -1.504 -1.213
C 5.584 -0.167 -1.558
C 4.474 0.658 -1.649
C 3.216 0.138 -1.379
As 1.560 1.063 -1.579
C 1.993 2.932 -1.595
C 2.448 3.504 -0.410
C 2.845 4.831 -0.392
C 2.786 5.585 -1.558
C 2.335 5.011 -2.737
C 1.939 3.680 -2.761
C 0.991 0.658 -3.377
C -0.295 1.027 -3.757
C -0.747 0.732 -5.034
C 0.080 0.062 -5.926
C 1.360 -0.309 -5.542
C 1.821 -0.010 -4.267
H 4.044 -3.059 -0.654
H 6.279 -2.153 -1.145
H 6.573 0.225 -1.756
H 4.580 1.698 -1.933
H 2.485 2.915 0.500
H 3.196 5.277 0.529
H 3.093 6.623 -1.545
H 2.289 5.599 -3.644
H 1.586 3.236 -3.683
H -0.939 1.541 -3.052
H -1.748 1.020 -5.331
H -0.275 -0.174 -6.921
H 2.004 -0.837 -6.234
H 2.819 -0.307 -3.968
O -1.009 0.838 2.752
C -1.166 1.724 1.911
N -0.967 1.593 0.571
C -1.248 2.788 -0.076
O -1.197 2.964 -1.273
C -1.646 3.782 0.974
C -2.022 5.103 0.879
C -2.353 5.757 2.065
C -2.312 5.095 3.288
C -1.936 3.755 3.371
C -1.604 3.125 2.193
H -2.056 5.607 -0.079
H -2.651 6.797 2.037
H -2.579 5.632 4.189
H -1.904 3.229 4.316

Computed properties:
M: 997.66 g/mol
LUMO energy: -0.283 eV
Total charge: 0
Highest occupied orbital energy: -0.280 hartree
Frontier orbital gap: 0.270 hartree

These are the Mulliken partial charges, in e, on atoms 1 to 5: Pt 1.724; C -0.926; O -0.129; C -0.166; C -0.380

=====

<B> is preferred energetically. Next in line: 0.0042 hartree higher.